{"formula": "C18H48N2O7", "method": "ωB97M-V/def2-TZVPD", "lumo_ev": -0.3, "homo_ev": -7.5, "elements": ["O", "H", "H", "O", "H", "H", "O", "H", "H", "O", "H", "H", "O", "H", "H", "C", "C", "C", "C", "C", "C", "N", "O", "C", "C", "C", "H", "H", "H", "H", "H", "H", "H", "H", "H", "H", "H", "H", "H", "H", "H", "H", "H", "H", "H", "C", "C", "C", "C", "C", "C", "N", "O", "C", "C", "C", "H", "H", "H", "H", "H", "H", "H", "H", "H", "H", "H", "H", "H", "H", "H", "H", "H", "H", "H"], "coordinates": [[-0.3177, -3.5930, -0.0918], [0.3145, -4.1663, 0.3417], [-0.2548, -3.8238, -1.0187], [-2.4139, -4.2807, -0.1029], [-1.5359, -3.9131, -0.0016], [-2.8430, -4.1117, 0.7359], [-0.8533, -1.6047, 0.4848], [-1.6221, -1.4156, -0.0531], [-0.5836, -2.4833, 0.2174], [-2.6115, -1.3261, -0.4806], [-2.7484, -1.1421, -1.4099], [-3.1918, -2.0641, -0.2940], [-1.6884, -1.1213, 2.3752], [-0.9756, -0.6352, 2.7900], [-1.3317, -1.3961, 1.5305], [0.9468, -0.6468, 1.3657], [1.3420, 0.3088, 2.5241], [2.1350, 1.5483, 2.0241], [1.2458, 2.5671, 1.3520], [0.2130, 3.1119, 2.3475], [-0.7300, 1.9442, 2.7998], [0.1542, 0.8125, 3.2507], [-0.5354, -0.1619, 3.8662], [-1.5599, 2.4220, 3.9425], [-1.6357, 1.5691, 1.5536], [2.1743, -0.4719, 3.5758], [0.5667, -1.6283, 1.6489], [1.7596, -0.8587, 0.6710], [0.2664, -0.3060, 0.5853], [2.8192, 1.9842, 2.7521], [2.7314, 1.2025, 1.1799], [0.7592, 2.2572, 0.4272], [1.9048, 3.3929, 1.0840], [-0.3086, 3.9739, 1.9317], [0.7536, 3.4636, 3.2263], [-2.2876, 1.6288, 4.1138], [-1.0399, 2.7399, 4.8462], [-2.0568, 3.3597, 3.6936], [-2.3131, 0.7344, 1.7337], [-2.2158, 2.4260, 1.2113], [-0.9933, 1.2293, 0.7411], [1.6580, -1.4061, 3.7966], [2.4709, 0.1217, 4.4405], [3.1446, -0.7036, 3.1366], [-0.1785, -0.2146, 4.7558], [-1.4274, 1.2803, -2.2464], [-0.0083, 0.8810, -1.6862], [-0.1528, -0.4116, -0.8604], [-0.3439, -1.6370, -1.6920], [0.8502, -1.7253, -2.6952], [0.9846, -0.5341, -3.6406], [0.9381, 0.7267, -2.8331], [1.1506, 1.9360, -3.5273], [2.3684, -0.5980, -4.3304], [-0.0389, -0.6927, -4.8754], [0.4996, 1.9486, -0.7087], [-1.2329, 2.1691, -2.8468], [-1.8435, 0.5374, -2.9269], [-2.0981, 1.5563, -1.4327], [0.6269, -0.5629, -0.1139], [-1.0769, -0.2962, -0.2941], [-0.4585, -2.5214, -1.0651], [-1.2215, -1.5673, -2.3347], [0.7392, -2.5886, -3.3512], [1.8313, -1.9594, -2.2820], [2.4988, -1.4577, -4.9876], [3.2108, -0.6570, -3.6412], [2.4613, 0.2481, -5.0113], [0.3279, -0.0751, -5.6952], [-1.0374, -0.4108, -4.5412], [-0.1826, -1.7162, -5.2217], [0.6008, 2.9260, -1.1803], [-0.0627, 2.1113, 0.2108], [1.5212, 1.6078, -0.5406], [2.0420, 2.1593, -3.2493]], "lowdin_charge": [0.111, 0.184, 0.151, -0.030, -0.142, 0.052, -0.240, -0.224, -0.121, 0.158, 0.114, 0.127, -0.065, -0.117, -0.195, -0.011, -0.396, -0.101, -0.236, -0.104, -0.432, -0.099, -0.035, -0.045, 0.004, -0.028, 0.122, 0.126, 0.001, 0.120, 0.111, -0.144, 0.129, 0.120, 0.113, 0.091, 0.087, 0.087, 0.082, 0.098, 0.045, 0.080, 0.084, 0.081, 0.149, 0.008, -0.365, -0.230, -0.107, -0.102, -0.455, -0.091, -0.011, -0.057, -0.013, -0.069, 0.080, 0.057, 0.083, 0.027, 0.105, 0.052, 0.118, 0.109, 0.115, 0.082, 0.080, 0.074, 0.074, 0.052, 0.074, 0.145, 0.069, 0.131, 0.102]}

---

{"formula": "C18H48O20S6V", "method": "ωB97M-V/def2-TZVPD", "lumo_ev": -7.1, "total_charge": 1, "homo_ev": -12.6, "elements": ["O", "V", "O", "O", "S", "O", "O", "C", "C", "C", "H", "H", "H", "H", "H", "H", "H", "H", "O", "S", "O", "O", "C", "C", "C", "H", "H", "H", "H", "H", "H", "H", "H", "O", "S", "O", "O", "C", "C", "C", "H", "H", "H", "H", "H", "H", "H", "H", "O", "S", "O", "O", "C", "C", "C", "H", "H", "H", "H", "H", "H", "H", "H", "O", "S", "O", "O", "C", "C", "C", "H", "H", "H", "H", "H", "H", "H", "H", "O", "S", "O", "O", "C", "C", "C", "H", "H", "H", "H", "H", "H", "H", "H"], "coordinates": [[4.2085, -0.0821, 7.2610], [3.8999, -0.5164, 5.7961], [4.0286, -2.1324, 5.7790], [-0.0114, 1.0031, 3.9203], [-0.8884, 1.1977, 2.7006], [-0.7308, 0.4228, 1.4711], [-2.4761, 1.2992, 3.0832], [-2.9032, 1.7382, 4.3620], [-4.3102, 1.2354, 4.4891], [-0.8161, 3.0024, 2.2338], [-2.8587, 2.8273, 4.3583], [-2.2591, 1.3903, 5.1695], [-4.7469, 1.5601, 5.4335], [-4.3979, 0.1536, 4.3884], [-4.9406, 1.7517, 3.7651], [0.2265, 3.3200, 2.2198], [-1.4076, 3.5537, 2.9648], [-1.2645, 3.1302, 1.2486], [8.5984, -6.4112, 10.5348], [8.0252, -5.2682, 11.1616], [8.6475, -4.0098, 11.3262], [6.5994, -5.0420, 10.3415], [5.9798, -3.7557, 10.4457], [5.4639, -3.2908, 11.7916], [7.2800, -5.8127, 12.7756], [5.1152, -3.8449, 9.7880], [6.6613, -3.0286, 10.0040], [5.0476, -4.0904, 12.4043], [4.6736, -2.5774, 11.5583], [6.2582, -2.8280, 12.3773], [7.8338, -6.6786, 13.1385], [6.2260, -6.0898, 12.7940], [7.4332, -4.9355, 13.4042], [5.6278, 3.5992, 4.0304], [6.7529, 4.5421, 4.1085], [7.4947, 4.5993, 5.3826], [7.8671, 4.2047, 2.9118], [9.0924, 4.9075, 2.9774], [9.4359, 5.3806, 1.5706], [6.2342, 6.1991, 3.4538], [9.9108, 4.2877, 3.3436], [8.9922, 5.7396, 3.6743], [9.1396, 4.6036, 0.8659], [10.5035, 5.5401, 1.4190], [8.8774, 6.3010, 1.4008], [5.5691, 6.0698, 2.6000], [7.0736, 6.8278, 3.1565], [5.7575, 6.7769, 4.2456], [4.9550, 0.3070, 1.1022], [5.2721, 0.7140, -0.2618], [4.5990, 0.0928, -1.4313], [4.9518, 2.3543, -0.4012], [4.7405, 2.7823, -1.7452], [4.8107, 4.3599, -1.8471], [7.1389, 0.6952, -0.6208], [3.7546, 2.5366, -2.1398], [5.4113, 2.2947, -2.4525], [5.6709, 4.6567, -1.2471], [3.9552, 4.7415, -1.2899], [4.7626, 4.6918, -2.8843], [7.6017, -0.2655, -0.3951], [7.6620, 1.3863, 0.0401], [7.2008, 0.9245, -1.6846], [-2.1859, -2.6087, 9.2141], [-1.0233, -3.3991, 8.7465], [0.2552, -2.7257, 8.4907], [-0.8077, -4.7359, 9.6327], [-0.7562, -4.4444, 11.0359], [0.0314, -5.6171, 11.5975], [-1.5942, -4.2471, 7.2234], [-1.7786, -4.4401, 11.4138], [-0.3499, -3.4538, 11.2403], [0.2238, -5.2646, 12.6108], [1.0016, -5.8371, 11.1521], [-0.4888, -6.5706, 11.5071], [-2.5475, -4.7453, 7.3996], [-0.8995, -5.0299, 6.9189], [-1.6228, -3.4662, 6.4635], [11.0092, -1.0073, 4.1556], [10.1307, -1.2908, 5.2766], [8.6679, -0.9752, 5.3037], [10.1594, -2.9229, 5.6663], [11.3684, -3.6632, 5.7240], [12.0541, -3.9367, 4.3925], [10.8823, -0.6567, 6.8488], [11.1617, -4.6584, 6.1178], [11.9029, -3.2278, 6.5682], [11.2867, -4.2202, 3.6723], [12.9280, -4.5853, 4.3311], [12.5269, -2.9726, 4.2049], [10.4652, -1.1413, 7.7315], [10.7871, 0.4260, 6.9309], [11.9585, -0.8002, 6.7517]], "lowdin_charge": [-0.173, 1.336, -0.193, -0.369, 0.716, -0.285, -0.284, -0.292, -0.063, -0.092, 0.113, 0.118, 0.086, 0.090, 0.086, 0.063, 0.050, 0.071, -0.268, 0.629, -0.270, -0.268, -0.287, -0.078, -0.097, 0.117, 0.112, 0.073, 0.080, 0.077, 0.063, 0.063, 0.056, -0.324, 0.702, -0.305, -0.279, -0.309, -0.054, -0.089, 0.124, 0.104, 0.078, 0.084, 0.073, 0.072, 0.058, 0.070, -0.322, 0.713, -0.318, -0.269, -0.295, -0.045, -0.073, 0.112, 0.102, 0.066, 0.068, 0.081, 0.067, 0.060, 0.058, -0.308, 0.657, -0.323, -0.275, -0.270, -0.063, -0.108, 0.125, 0.119, 0.081, 0.079, 0.085, 0.072, 0.067, 0.065, -0.293, 0.711, -0.345, -0.275, -0.292, -0.064, -0.105, 0.120, 0.111, 0.091, 0.084, 0.059, 0.074, 0.067, 0.062]}